Entry 1:
{"formula": "C4H12N2O", "method": "ωB97M-V/def2-TZVPD", "total_energy_ev": -9369.4095, "charge": 0, "de_lowest_kcal_mol": 41.1, "multiplicity": 1, "smiles": "C[C@@H](CO)NCN", "homo_energy_ev": -9.00, "max_force_ev_per_a": 2.6, "elements": ["C", "C", "C", "O", "N", "C", "N", "H", "H", "H", "H", "H", "H", "H", "H", "H", "H", "H", "H"], "coordinates": [[1.152, 1.081, -0.803], [0.582, -0.120, -0.110], [1.551, -0.876, 0.804], [2.848, -0.819, 0.162], [-0.713, 0.028, 0.588], [-1.852, 0.008, -0.315], [-3.110, 0.217, 0.308], [0.351, 1.688, -1.253], [1.652, 1.745, -0.090], [1.880, 0.855, -1.577], [0.351, -0.843, -0.913], [1.194, -1.905, 0.813], [1.698, -0.557, 1.836], [3.521, -0.957, 0.824], [-0.614, 1.003, 0.885], [-1.633, 0.754, -1.098], [-1.776, -0.957, -0.872], [-3.221, -0.354, 1.148], [-3.860, 0.010, -0.335]]}

=====

Entry 2:
{"formula": "C4H12N2O", "method": "ωB97M-V/def2-TZVPD", "total_energy_ev": -9369.0384, "charge": 0, "de_lowest_kcal_mol": 49.7, "multiplicity": 1, "smiles": "N/C=C/CCN.O", "homo_energy_ev": -8.22, "max_force_ev_per_a": 1.7, "elements": ["C", "C", "C", "C", "N", "N", "H", "H", "H", "H", "H", "H", "H", "H", "H", "H", "H", "H", "O"], "coordinates": [[-2.228, 0.722, 0.502], [-0.843, 0.859, -0.182], [-0.491, -0.165, -1.208], [-0.547, -1.485, -1.058], [0.297, -2.475, -1.589], [-3.351, 0.589, -0.440], [-2.259, -0.088, 1.238], [-2.324, 1.634, 1.095], [-0.100, 0.830, 0.620], [-0.894, 1.862, -0.604], [0.119, 0.106, -2.070], [-1.187, -1.896, -0.278], [0.810, -2.938, -0.851], [0.993, -2.122, -2.235], [-3.013, 0.077, -1.252], [-3.508, 1.533, -0.784], [6.459, 0.912, 2.992], [5.869, 1.991, 3.887], [5.700, 1.499, 3.075]]}

=====

Entry 3:
{"formula": "C4H12N2O", "method": "ωB97M-V/def2-TZVPD", "total_energy_ev": -9367.8921, "charge": 0, "de_lowest_kcal_mol": 76.1, "multiplicity": 1, "smiles": "C=NCCCN.O", "homo_energy_ev": -9.14, "max_force_ev_per_a": 3.9, "elements": ["C", "C", "C", "C", "N", "N", "H", "H", "H", "H", "H", "H", "H", "H", "H", "H", "H", "H", "O"], "coordinates": [[-1.522, -0.411, -0.214], [-0.627, -0.706, -1.418], [0.431, 0.482, -1.325], [2.582, 0.657, -0.327], [1.378, 0.201, -0.289], [-1.164, -1.093, 1.028], [-2.616, -0.549, -0.404], [-1.396, 0.669, 0.074], [-0.059, -1.613, -1.364], [-1.277, -0.533, -2.263], [-0.086, 1.455, -1.097], [1.029, 0.612, -2.285], [3.124, 1.139, 0.482], [3.140, 0.684, -1.289], [-0.188, -1.244, 1.127], [-1.440, -2.067, 1.194], [0.034, 1.296, 2.985], [-0.641, 0.307, 2.262], [-0.701, 0.712, 3.123]]}